A single C22H13NO9S molecule in a non-equilibrium geometry. Source: the Open Molecules 2025 dataset; level of theory: ωB97M-V with the def2-TZVPD basis set.

```
! RIJCOSX wB97M-V def2-TZVPD def2/J DEFGRID3
* xyz 0 1
O -6.3507 -0.3760 -5.4959
C -6.4651 0.7798 -4.9725
O -7.2081 1.7480 -5.6130
C -5.6924 1.0433 -3.7222
C -4.9947 0.0110 -3.0682
C -4.3791 0.3233 -1.7971
C -4.3818 1.7039 -1.3389
S -3.2808 2.1429 0.1326
O -2.9328 3.5912 0.0038
O -3.9950 1.8852 1.4099
C -1.7541 1.1427 0.0585
C -0.9378 1.3874 -1.0758
C 0.3925 0.9542 -1.0406
C 0.9599 0.3369 0.1210
C 0.1156 -0.0398 1.1899
C -1.2593 0.4927 1.1573
C 1.0087 -0.7334 2.1041
O 0.6683 -1.3631 3.0952
N 2.3188 -0.6771 1.6627
C 3.4899 -1.1048 2.3587
C 3.6180 -0.8504 3.7253
C 4.8213 -1.1025 4.3554
C 5.8869 -1.8002 3.6603
O 7.0280 -2.2043 4.3845
C 5.6586 -2.1211 2.4013
C 6.6688 -2.8816 1.6047
O 7.8678 -2.7560 1.7876
O 6.2497 -3.6428 0.6382
C 4.5434 -1.7682 1.7059
C 2.4086 0.0330 0.4829
O 3.2819 0.0290 -0.3423
C -5.0123 2.6762 -2.0601
C -5.6911 2.4155 -3.2025
H -7.5922 1.4949 -6.4999
H -4.8572 -1.0560 -3.3723
H -4.0067 -0.4764 -1.2286
H -1.1687 1.9230 -2.0085
H 1.0815 1.0966 -1.8983
H -1.9217 0.3857 2.0115
H 2.8107 -0.4565 4.3645
H 4.9641 -0.8273 5.3335
H 7.7074 -2.5016 3.7061
H 7.0483 -3.7857 0.1074
H 4.3176 -2.0712 0.6734
H -5.0255 3.7191 -1.7004
H -6.0092 3.2804 -3.7995
*
```

The energy above the lowest of the compared OMol25 structures with the same formula, charge and spin comes out at 0.0 kcal per mole. The value obtained for the calculated total energy is -53775.98120 eV. As for the SMILES: O=C(O)c1ccc(S(=O)(=O)c2ccc3c(c2)C(=O)N(c2ccc(O)c(C(=O)O)c2)C3=O)cc1.